Entry 1:
This record from the Open Molecules 2025 dataset describes a cluster of 11 separate species, C63H67NO3P in total. The level of theory is the ωB97M-V functional and the def2-TZVPD basis.

```
135
Properties=species:S:1:pos:R:3:forces:R:3
P -0.04124 -3.16156 -2.70121 0.530 -3.949 -0.926
O 1.29385 -2.02212 -2.57850 -2.036 1.959 2.039
O -1.33201 -1.96367 -2.66189 2.831 2.964 3.202
O -0.94762 -2.66146 1.39642 -3.755 7.452 -6.182
N -1.72191 -0.89397 -0.52123 2.356 -5.153 6.944
C 6.10899 1.37813 6.72490 0.010 0.110 0.083
C -8.49324 5.88895 -7.22013 0.065 -0.179 -0.005
C -9.13810 3.59368 -7.61091 0.152 0.126 0.060
C 3.39888 -1.02214 1.43785 0.017 0.104 0.123
C -1.29497 3.35175 -5.91784 -0.167 -0.054 -0.119
C 4.62540 -0.50421 1.85302 -0.095 -0.032 0.142
C -2.02194 2.16436 -5.82773 -0.018 0.157 -0.078
C -1.64715 4.31444 -6.86341 -0.084 -0.119 0.000
C -7.84486 3.17659 -7.29455 -0.081 0.187 -0.015
C 1.47022 -4.85683 3.45482 0.061 -0.017 0.066
C -1.00860 2.21492 7.59611 0.138 -0.081 -0.001
C -5.29690 -1.75608 -6.36530 0.111 0.036 0.031
C 6.33340 -2.44563 5.23553 0.136 0.066 0.071
C 0.20970 2.88317 7.47719 0.004 -0.213 -0.016
C 6.88876 -2.25970 6.50172 0.129 -0.038 -0.188
C 1.39056 2.15701 7.32069 -0.163 -0.057 0.006
C 1.35267 0.76336 7.28823 -0.124 0.086 0.021
C 0.13551 0.09485 7.41648 -0.026 0.177 0.002
C -4.46872 -1.84017 -7.48415 0.046 0.041 0.077
C -4.74154 -1.57016 -5.09911 0.122 0.000 -0.326
C -1.04612 0.82113 7.56743 0.182 0.079 -0.009
C -9.46288 4.94924 -7.56873 0.142 -0.046 0.023
C 2.13711 -6.32732 5.25197 0.070 0.156 -0.105
C -3.45389 2.90468 -7.62724 0.207 0.050 0.121
C 4.03816 3.20803 1.37134 -0.039 0.131 -0.041
C -2.53000 -1.55376 -6.07176 -0.169 -0.010 -0.094
C -10.69137 -4.64702 -7.13274 0.125 0.123 0.105
C 8.54448 -2.42370 4.26217 -0.112 0.002 0.182
C -6.87623 4.11603 -6.94229 -0.087 0.033 -0.009
C 5.96356 3.75443 7.13422 0.058 -0.160 0.045
C -3.10410 1.94362 -6.67920 -0.002 0.092 -0.013
C 5.25532 3.87653 1.24309 -0.165 0.102 0.045
C 3.74616 -4.82072 4.26351 -0.162 -0.080 -0.020
C 7.39823 2.37767 8.50662 -0.138 0.002 -0.177
C 2.35264 -0.13551 3.42657 0.120 -0.016 -0.059
C 1.15547 -5.84575 4.38635 0.183 0.062 0.002
C -9.94322 -2.66416 -5.97322 0.015 -0.155 -0.040
C 7.01709 1.25216 7.77574 -0.056 0.186 0.007
C -2.72359 4.08962 -7.72113 0.034 -0.107 0.128
C 6.87456 3.62897 8.18266 -0.051 -0.120 -0.079
C 2.85653 3.93431 1.52229 0.166 0.101 -0.005
C 4.11235 5.99635 1.43205 0.020 -0.195 -0.013
C 7.16158 -2.52971 4.11669 0.087 0.027 0.126
C 3.58092 0.37437 3.84628 0.037 -0.120 -0.192
C 5.29320 5.27019 1.27555 -0.164 -0.061 0.030
C -1.38283 -1.72817 0.51521 2.086 -2.528 -0.684
C -7.19861 5.47247 -6.90915 -0.185 -0.125 -0.059
C -8.59783 -4.66990 -5.92718 -0.125 0.080 -0.040
C 5.57821 2.62792 6.40690 0.126 0.003 0.164
C 2.89405 5.32810 1.55097 0.140 -0.086 0.007
C -9.54288 -5.32136 -6.71917 -0.035 0.165 0.057
C 4.71731 0.19256 3.05757 -0.131 -0.113 0.050
C 9.10030 -2.24330 5.52907 -0.178 0.000 -0.021
C -3.35804 -1.47345 -4.95248 -0.116 0.138 0.043
C 2.76677 -4.34577 3.39162 -0.037 -0.137 0.128
C 8.27226 -2.16300 6.64835 -0.049 -0.022 -0.167
C -10.89015 -3.31675 -6.76210 0.148 -0.122 0.041
C -0.76016 -0.99589 -1.68427 -0.220 1.870 -2.044
C 0.84737 -1.17933 -1.42003 1.858 -0.816 -1.604
C 2.26153 -0.83550 2.22387 0.108 0.102 0.012
C -8.79920 -3.34142 -5.55191 -0.129 -0.092 -0.107
C -3.08582 -1.73415 -7.33867 -0.109 -0.008 0.201
C 3.43240 -5.81233 5.19256 -0.143 0.043 -0.081
H 0.14443 -6.24208 4.43721 0.151 0.059 -0.030
H 8.70568 -2.02405 7.63577 -0.048 -0.023 -0.136
H -0.79950 0.11679 -2.11545 -0.280 -2.429 0.593
H 6.17531 3.31086 1.11856 -0.133 0.068 0.024
H 5.67365 0.59408 3.38211 -0.088 -0.039 -0.028
H 5.55376 4.72925 6.88340 0.056 -0.136 0.027
H -0.45464 3.52608 -5.25108 -0.114 -0.035 -0.094
H 5.25547 -2.52488 5.12134 0.168 0.084 0.022
H 0.10711 -0.99122 7.39789 0.008 0.149 -0.027
H -7.70453 -5.19682 -5.60222 -0.122 0.102 -0.052
H 1.97292 5.89397 1.66698 0.137 -0.085 -0.016
H -7.59286 2.11979 -7.32261 -0.014 0.144 0.014
H 3.01295 -3.57717 2.66427 -0.052 -0.105 0.111
H 0.70576 -4.48420 2.77808 0.114 -0.033 0.072
H -1.45202 -1.47603 -5.95761 -0.148 -0.064 0.086
H -6.44228 6.20454 -6.64005 -0.087 -0.110 -0.022
H 1.30477 -1.23569 1.89876 0.113 0.019 0.053
H 6.24238 5.79074 1.17899 -0.126 -0.066 0.011
H -1.74549 1.41241 -5.09365 -0.063 0.068 -0.109
H 6.24366 -2.19157 7.37327 0.057 -0.017 -0.101
H 1.89321 -7.10264 5.97316 0.031 0.096 -0.081
H -11.78275 -2.78956 -7.08838 0.120 -0.070 0.047
H -10.09751 -1.62698 -5.68583 0.028 -0.158 -0.035
H 4.14182 7.08205 1.45997 -0.004 -0.130 -0.014
H 4.19631 -6.18402 5.87035 -0.084 0.045 -0.088
H -5.86889 3.79066 -6.69419 -0.174 0.064 -0.027
H -2.99424 4.83743 -8.46134 0.026 -0.076 0.082
H 1.23557 -1.70199 -0.44786 -1.350 0.997 -1.460
H 7.42793 0.27743 8.02547 -0.066 0.146 -0.074
H 7.17599 4.50723 8.74831 -0.051 -0.131 -0.082
H -1.05542 -4.18704 -2.66053 -0.189 -0.168 -0.312
H -8.06439 -2.83439 -4.93275 -0.088 -0.085 -0.084
H -4.90148 -1.98762 -8.47048 0.042 0.021 0.123
H 2.27267 0.19768 7.16370 -0.120 0.073 0.019
H -8.74583 6.94563 -7.19068 0.029 -0.144 -0.003
H -3.67488 1.02139 -6.60444 0.115 0.090 0.003
H 4.75522 -4.41834 4.21844 -0.175 -0.155 -0.027
H 9.18909 -2.48252 3.38940 -0.089 -0.003 0.117
H 1.49062 -0.20807 -1.57290 -1.749 -1.389 0.585
H 8.10370 2.27945 9.32701 -0.083 0.015 -0.105
H 3.32874 -1.56966 0.50207 -0.008 0.079 0.088
H -4.29522 2.73080 -8.29295 0.118 0.006 0.067
H -1.92973 2.78079 7.71212 0.141 -0.087 -0.020
H -9.38457 -6.35582 -7.01366 -0.022 0.155 0.053
H -10.47237 5.27372 -7.80855 0.146 -0.046 0.027
H -0.16428 -3.12636 -4.14767 0.432 0.513 0.093
H -6.37483 -1.83533 -6.47949 0.119 -0.006 -0.032
H 0.02105 -3.38132 -1.26515 -0.283 0.959 0.188
H 6.72881 -2.67717 3.13035 0.032 0.045 0.145
H -9.89208 2.86235 -7.88909 0.095 0.094 0.046
H 0.23918 3.96887 7.50511 -0.003 -0.140 -0.018
H 4.86554 2.72468 5.59238 0.108 0.015 0.060
H 0.98822 -4.18500 -2.75738 -0.122 -0.226 -0.340
H -11.43078 -5.15698 -7.74424 0.101 0.070 0.069
H 3.65289 0.91394 4.78671 -0.040 -0.046 -0.095
H -1.99532 0.30046 7.66248 0.138 0.074 -0.024
H -1.08152 5.24043 -6.93240 -0.075 -0.133 0.001
H 2.33974 2.67757 7.22414 -0.105 -0.077 0.017
H -2.92461 -1.33450 -3.96506 0.018 -0.139 -0.227
H 5.81403 0.50137 6.15379 0.059 0.080 0.066
H 1.90733 3.41364 1.61733 0.146 0.051 -0.018
H 5.51078 -0.64440 1.23771 -0.118 0.018 0.073
H -2.44121 -1.79298 -8.21144 -0.077 -0.001 0.103
H -5.38664 -1.50202 -4.22757 0.092 -0.011 -0.071
H 4.00976 2.12196 1.35275 -0.028 0.193 -0.014
H 10.17828 -2.16557 5.64323 -0.149 -0.004 -0.013
H 1.46575 0.01205 4.03773 0.119 -0.028 -0.070
```
Forces are in eV/Å.

The relative energy (zero: lowest compared OMol25 entry of this formula, charge and spin) is 4.007 eV. The highest occupied orbital energy is -4.47 eV. Its LUMO energy is 1.97 eV. As for the charge: -1. The calculation puts the orbital gap at 6.43 eV.

=====

Entry 2:
This record from the Open Molecules 2025 dataset describes a structure of composition C26H29MgN2O4. The level of theory is the ωB97M-V functional and the def2-TZVPD basis.

```
62
Properties=species:S:1:pos:R:3:forces:R:3
Mg 0.54689 -0.36608 1.52291 -0.576 0.740 -0.726
O -0.33108 -5.02065 -2.30306 0.097 0.325 0.713
O 2.51864 -2.92432 0.38457 -1.632 -0.439 -0.102
O -0.29314 4.17991 -0.39063 -0.506 0.920 0.626
O -1.21999 -0.81256 -0.78752 0.776 -1.350 -0.305
N 0.44168 -1.99240 0.26933 -0.502 0.099 -0.549
N -0.67118 -2.90812 -1.56515 -0.385 -0.509 -0.343
C 2.68810 -5.86974 0.68618 0.273 0.097 0.258
C -2.66077 4.95399 -3.16532 0.672 0.066 0.660
C 0.30703 -4.67821 2.43457 0.041 -0.018 0.354
C -0.37040 6.28860 -4.04823 -0.294 -0.012 0.035
C 2.13168 1.30081 2.06303 0.674 0.457 -0.819
C -0.30361 -4.79782 1.03929 -0.438 0.305 -0.627
C 1.69303 -5.54036 -0.40780 -0.349 0.210 -0.551
C 2.70193 0.17635 1.36776 0.225 0.639 -0.230
C -0.55275 0.23435 3.43381 -0.643 -0.076 -0.082
C -1.18529 5.17383 0.22256 0.133 -1.335 -1.416
C -1.23716 -0.95521 2.99462 -0.435 0.428 0.034
C 2.43203 0.35909 -0.03082 0.327 0.576 0.463
C 0.66073 -4.41880 -0.12903 0.344 -0.281 -0.538
C -0.37010 5.69486 -2.78447 -0.433 -0.296 -0.046
C -1.51640 4.99835 -2.33675 0.004 0.671 -1.150
C -1.54096 4.35966 -1.00697 -0.259 0.481 1.215
C 1.72267 1.57998 -0.19376 0.523 -0.378 0.466
C 1.54663 2.16176 1.08641 0.611 -0.397 0.374
C -0.53145 -1.83335 -0.68178 0.271 0.518 1.153
C -2.05003 0.82915 1.77609 0.140 -0.343 0.748
C -1.51873 6.25528 -4.85321 -0.056 -0.205 0.273
C -0.14681 -4.18762 -1.42943 -0.295 0.129 -0.160
C 1.30483 -3.05361 0.17201 1.360 0.372 0.397
C -2.67393 5.59907 -4.39943 0.311 0.060 0.084
C -1.05821 1.33017 2.66077 -0.479 -0.589 0.426
C -2.17088 -0.56965 1.98791 0.346 0.160 0.612
H -0.66738 -5.82233 0.85602 0.118 0.313 0.004
H 3.46725 -6.50671 0.25467 -0.074 -0.036 0.163
H -2.89734 -1.23756 1.52844 0.366 0.200 -0.122
H -2.67549 1.41979 1.10813 0.355 -0.178 0.034
H 2.22624 -6.40527 1.52109 0.117 0.054 -0.093
H 3.16508 -4.95516 1.05125 -0.077 -0.296 0.015
H 2.27285 1.52807 3.12183 -0.246 -0.164 -0.351
H 1.45613 2.04629 -1.14153 -0.122 -0.260 0.296
H 0.12269 0.28657 4.28854 -0.110 0.051 -0.378
H -0.93487 6.22982 0.06863 0.118 -0.476 0.160
H 1.12924 -6.45007 -0.66916 0.095 0.332 -0.064
H -1.14373 -1.95279 3.43641 0.013 0.430 -0.203
H 0.52836 5.75028 -2.15828 -0.458 -0.171 -0.213
H 1.19030 -4.02145 2.44575 -0.293 -0.207 0.056
H 2.85294 -0.25346 -0.82608 -0.427 -0.033 0.243
H -2.28927 3.56924 -0.84688 0.449 0.123 -0.184
H -0.80233 2.37888 2.82027 0.080 -0.442 -0.263
H 3.34957 -0.58569 1.80546 -0.327 0.162 -0.198
H -3.58651 5.58648 -4.99855 0.339 -0.009 0.073
H 0.53978 6.78735 -4.39324 -0.371 -0.131 0.036
H -1.33047 -2.75938 -2.31460 0.090 -0.093 -0.096
H 0.60740 -5.66208 2.81757 0.010 0.311 -0.022
H -3.52524 4.41244 -2.77278 0.123 0.184 -0.339
H -0.43515 -4.25771 3.12677 0.256 -0.130 -0.115
H 2.25422 -5.25084 -1.30884 -0.171 -0.072 0.190
H -1.51547 6.72584 -5.83667 0.015 -0.084 0.262
H -1.18179 -4.13408 0.97593 0.268 -0.199 0.017
H 1.13051 3.14801 1.27853 -0.137 -0.457 -0.017
H -1.60054 4.83881 1.17287 0.157 0.255 -0.136
```
Forces are in eV/Å.

The relative energy (zero: lowest compared OMol25 entry of this formula, charge and spin) is 0.000 eV. The highest occupied orbital energy is -3.90 eV. Its LUMO energy is 2.63 eV. As for the charge: -1. The calculation puts the orbital gap at 6.53 eV.

=====

Q: The lowest highest occupied orbital energy belongs to which entry?
A: C63H67NO3P

=====

Q: Which formula does entry 2 have?
A: C26H29MgN2O4